[1]
DFT (ωB97M-V with the def2-TZVPD basis set) results for C13H12CsF3O3S6 as an isolated structure in a non-equilibrium geometry.

Results
* Kohn-Sham gap: 0.161 Ha
* HOMO: -0.558 eV
* energy: -93534.0021 eV
* max |F|: 2.01 eV Å⁻¹
* ΔE to the lowest compared entry with this formula, charge and spin: 100.5 kJ/mol

ORCA input file:
```
! RIJCOSX wB97M-V def2-TZVPD def2/J DEFGRID3
* xyz -2 1
Cs -0.25361 -0.20195 -1.98882
C -2.83701 -0.41739 2.68875
C -1.39651 -0.01551 2.78134
C -0.39190 -0.97666 2.83338
C 0.95121 -0.62261 2.86345
C 2.02455 -1.67003 2.87450
C 1.28254 0.72701 2.84997
C 0.30315 1.70985 2.80147
C 0.67598 3.16164 2.75642
C -1.03097 1.32346 2.76789
H -2.95048 -1.33704 2.11654
H -3.42376 0.34641 2.18420
H -3.26469 -0.58229 3.68138
H -0.66351 -2.02568 2.79269
H 1.67706 -2.59253 2.41271
H 2.33892 -1.90560 3.89462
H 2.90279 -1.33610 2.32488
H 2.32702 1.01607 2.82420
H 1.64186 3.30371 2.27363
H 0.74071 3.58564 3.76179
H -0.06257 3.73651 2.20017
H -1.80150 2.07871 2.67368
S -4.22900 0.53712 -7.56783
C -3.73089 0.56202 -5.95242
S -4.01054 -0.70291 -4.84854
C -3.34972 0.00683 -3.39470
C -2.82929 1.26868 -3.56801
S -2.11004 2.37130 -2.40655
S -2.94534 1.87351 -5.20637
S -3.47596 -0.98347 -1.94786
F 5.30363 -1.30604 -3.01078
C 4.22255 -1.96070 -2.53552
F 4.22122 -3.18270 -3.10061
F 4.42119 -2.13727 -1.21035
S 2.64946 -1.03177 -2.86982
O 1.64147 -1.89917 -2.27901
O 2.59448 -0.93993 -4.30636
O 2.83752 0.21889 -2.16411
*
```

[2]
DFT (ωB97M-V with the def2-TZVPD basis set) results for C13H12N4O7Re as an isolated structure in a non-equilibrium geometry.

Results
* Kohn-Sham gap (alpha / beta): 0.229 / 0.257 Ha
* HOMO (alpha / beta): -7.096 / -9.093 eV
* energy: -36086.1085 eV
* max |F|: 5.35 eV Å⁻¹
* ΔE to the lowest compared entry with this formula, charge and spin: 0.0 kJ/mol

ORCA input file:
```
! RIJCOSX wB97M-V def2-TZVPD def2/J DEFGRID3
* xyz 0 4
C 2.19390 -1.64370 -2.61895
C 1.61522 -2.75083 -1.90175
C 1.91183 -2.58155 -0.50615
C 2.66486 -1.37040 -0.35055
C 2.83443 -0.77856 -1.64628
Re 0.69797 -0.90205 -1.31160
N 0.52904 0.48009 -2.68681
C -0.73646 -0.34799 -3.03815
C -0.94738 -1.60392 -2.26318
H 1.71213 -3.31643 0.26518
H 1.10741 -3.60721 -2.33458
H 3.08725 -0.99904 0.57994
H 3.41203 0.11599 -1.86477
H 2.24060 -1.53761 -3.69689
H -0.86015 -2.49066 -2.88789
H -1.61171 0.32531 -2.97491
H 0.24609 1.44348 -2.51273
H -1.88168 -1.55471 -1.70182
H -0.62461 -0.57927 -4.11264
O -1.89317 3.43575 4.86674
N -1.52264 2.25029 4.72745
O -1.35564 1.47381 5.69066
C -1.27080 1.76025 3.38936
C -1.42383 2.64053 2.30516
C -1.11094 2.19295 1.03019
C -0.52826 0.91130 0.85165
O 0.17285 0.69651 -0.21167
C -0.55706 -0.01199 1.92532
C -0.86075 0.42926 3.21576
N -0.22422 -1.37091 1.64883
O -0.00971 -2.17760 2.55291
O -0.31694 -1.76585 0.40839
N -1.31594 3.04216 -0.14153
O -1.38780 4.26903 0.05731
O -1.43660 2.52002 -1.26518
H -1.77273 3.65674 2.45706
H -0.77659 -0.25320 4.05610
*
```

[3]
DFT (ωB97M-V with the def2-TZVPD basis set) results for one molecule with the formula C13H12N6O2S in a non-equilibrium geometry.

Results
* Kohn-Sham gap: 0.252 Ha
* HOMO: -8.320 eV
* energy: -37544.8935 eV
* max |F|: 4.53 eV Å⁻¹
* ΔE to the lowest compared entry with this formula, charge and spin: 0.0 kJ/mol

ORCA input file:
```
! RIJCOSX wB97M-V def2-TZVPD def2/J DEFGRID3
* xyz 0 1
C -0.85270 6.69660 0.59131
O -0.95645 5.39007 0.03132
C -0.65466 4.36215 0.79677
O -0.22896 4.43165 1.96967
C -0.66579 3.04062 0.16969
S -0.37402 1.60153 1.18776
C -0.57472 0.56595 -0.21428
N -0.34810 -0.80222 -0.32809
N 0.44605 -1.32488 0.58384
C 0.67411 -2.71327 0.62329
C 1.76246 -3.13836 1.34444
C 2.05971 -4.48363 1.40346
N 3.15501 -4.93983 2.11114
C 1.17615 -5.38256 0.82923
C 0.08946 -4.83666 0.16168
N -0.69644 -5.62818 -0.60461
N -0.12821 -3.55558 0.00775
C -0.96531 1.26933 -1.31547
C -1.12268 0.63050 -2.60654
N -1.27015 0.07347 -3.63783
C -1.05663 2.70633 -1.13607
C -1.43499 3.68657 -2.23786
H -1.10626 7.41048 -0.19334
H 0.18958 6.92209 0.88284
H -1.55081 6.87464 1.44768
H 2.30878 -2.37003 1.85308
H 3.24586 -5.94059 2.32078
H 3.49007 -4.29033 2.81894
H 1.38376 -6.44768 0.84797
H -0.22685 -6.48830 -0.89365
H -1.23039 -5.11118 -1.32021
H -1.93160 3.20975 -3.05890
H -2.08729 4.41506 -1.84740
H -0.51799 4.16650 -2.58836
*
```

[4]
DFT (ωB97M-V with the def2-TZVPD basis set) results for C13H12NO6PrS as an isolated structure in a non-equilibrium geometry.

Results
* Kohn-Sham gap (alpha / beta): 0.165 / 0.254 Ha
* HOMO (alpha / beta): -1.657 / -4.081 eV
* energy: -52355.8612 eV
* max |F|: 4.34 eV Å⁻¹

ORCA input file:
```
! RIJCOSX wB97M-V def2-TZVPD def2/J DEFGRID3
* xyz -1 4
Pr 1.59660 -0.19234 0.60828
O 2.99746 -1.13187 -0.98617
C 2.36073 -0.27771 -1.64736
O 2.22958 0.90677 -1.25837
C 1.59062 -0.74221 -2.89257
C 1.02343 0.44067 -3.70025
C 0.52881 -0.08243 -5.06395
C -0.73659 -0.84466 -4.63295
C -0.76205 -0.53539 -3.11969
O -0.18393 0.74902 -3.04141
C 0.27181 -1.43057 -2.41999
C 0.15652 -1.29530 -0.89445
O 0.65963 -2.18347 -0.16383
O -0.33868 -0.24657 -0.42145
H 2.21700 -1.41474 -3.48153
H 1.67552 1.31211 -3.73348
H 0.28156 0.75529 -5.71642
H 1.26370 -0.70464 -5.56821
H -1.62739 -0.43907 -5.11121
H -0.66921 -1.91311 -4.83326
H -1.74441 -0.53208 -2.65115
H 0.22695 -2.48596 -2.69051
O 2.99628 0.05702 2.08690
N 2.71867 -1.24784 2.31077
C 3.76736 -2.14287 2.31575
C 3.65629 -3.37309 2.91006
C 2.46789 -3.75104 3.54145
C 1.41030 -2.83568 3.56336
C 1.52861 -1.59144 2.98167
S 0.27187 -0.39748 2.98285
H 4.67684 -1.76352 1.86576
H 4.50727 -4.04078 2.90415
H 2.36438 -4.72592 3.99010
H 0.47920 -3.06753 4.05395
*
```

[5]
DFT (ωB97M-V with the def2-TZVPD basis set) results for C13H13As2CrF12N2O5 as an isolated structure in a non-equilibrium geometry.

Results
* Kohn-Sham gap (alpha / beta): 0.244 / 0.231 Ha
* HOMO (alpha / beta): -10.659 / -10.659 eV
* energy: -209612.5330 eV
* max |F|: 5.69 eV Å⁻¹
* ΔE to the lowest compared entry with this formula, charge and spin: 0.0 kJ/mol

ORCA input file:
```
! RIJCOSX wB97M-V def2-TZVPD def2/J DEFGRID3
* xyz 0 4
Cr 0.55011 3.27017 -0.80869
As -3.03836 4.08289 -1.14874
F -2.85670 5.42563 -2.23590
F -3.01308 2.97994 -2.50820
F -3.04566 2.72907 -0.01027
F -2.86107 5.24663 0.22139
F -4.80299 4.15346 -1.12052
F -1.21540 4.01643 -1.04169
As 0.18075 3.87764 -4.67686
F -0.96590 2.43144 -4.80251
F 0.14860 3.93887 -6.47305
F 1.26809 5.27186 -4.62416
F 0.20074 3.63956 -2.87034
F 1.47513 2.63648 -4.67930
F -1.15929 5.16327 -4.64264
C -0.24660 0.06864 -1.54924
O 0.00289 1.36104 -1.04049
H 0.29216 0.05450 -2.49667
H 0.17035 -0.66866 -0.86321
H -1.31504 -0.08968 -1.69578
C 3.73427 -1.62321 3.41199
C 3.77753 -0.49162 4.20479
C 3.31964 0.69719 3.79105
C 2.70740 0.77552 2.53377
C 2.60695 -0.40594 1.70055
C 3.12985 -1.62115 2.19663
N 2.21209 2.04642 2.04901
O 1.83620 2.16203 0.92949
O 2.16172 3.00010 2.75751
H 4.37669 -2.44504 3.69179
H 4.22155 -0.58995 5.18437
H 3.34982 1.51662 4.49392
H 2.17481 -0.53511 0.71924
H 3.21446 -2.49884 1.57302
C -3.37622 -3.69656 0.33146
C -2.37131 -3.12278 -0.46870
C -1.12469 -3.60500 -0.19132
C -0.81992 -4.47951 0.84493
C -1.77734 -4.95672 1.66721
C -3.09912 -4.58219 1.43998
N 0.53535 -5.07477 1.09738
O 0.82755 -5.52183 2.19462
O 1.34159 -4.94541 0.20145
H -4.38869 -3.34367 0.20189
H -2.59815 -2.42421 -1.26049
H -0.30027 -3.31890 -0.82762
H -1.54131 -5.56415 2.52843
H -3.89930 -4.94037 2.07071
*
```

[6]
DFT (ωB97M-V with the def2-TZVPD basis set) results for a 3-piece molecular cluster, C13H13BF17O4 overall.

Results
* Kohn-Sham gap: 0.226 Ha
* HOMO: -3.905 eV
* energy: -68756.5687 eV
* max |F|: 0.85 eV Å⁻¹

ORCA input file:
```
! RIJCOSX wB97M-V def2-TZVPD def2/J DEFGRID3
* xyz -1 1
C 0.16295 -5.21263 -0.53459
C 0.31374 -3.83799 0.06322
F 1.08476 -3.02228 -0.81631
B 1.01279 -3.76931 1.50261
C 1.74327 -4.96768 2.17225
O 1.08257 -5.51007 3.09368
O 2.84824 -5.33077 1.68629
H 1.12706 -5.54879 -0.91010
H -0.52167 -5.20524 -1.38849
H -0.22291 -5.90733 0.20574
H -0.65435 -3.33043 0.13023
H 0.95808 -2.71762 2.08162
C -1.22814 -0.42258 -2.45139
C -1.64885 0.62918 -3.49398
C -1.77133 2.08376 -3.01897
F -2.74011 2.23955 -2.09931
F -2.09516 2.87064 -4.07721
F -2.78105 0.25568 -4.13003
F -0.64773 0.64506 -4.41918
O -2.24364 -1.18277 -1.79837
C -2.83801 -0.66410 -0.67141
C -4.34828 -0.47034 -0.85158
F -4.63198 0.31072 -1.90862
F -4.84445 0.11907 0.26192
F -2.21416 0.46279 -0.27669
F -2.70840 -1.55788 0.32794
H -0.65829 -1.15926 -3.01453
H -0.52805 -0.00019 -1.73376
H -0.82001 2.43199 -2.60813
H -4.82196 -1.44373 -0.99157
C 1.40967 3.04080 2.95138
C 0.59525 3.70733 1.83369
C -0.07884 2.79509 0.80908
F 0.82007 2.05164 0.13195
F -0.71882 3.57191 -0.10517
F 1.34392 4.63891 1.20522
F -0.43624 4.35412 2.45273
O 2.80939 2.97432 2.78212
C 3.41475 1.93035 2.13537
C 4.15184 2.40536 0.87791
F 3.30246 3.02649 0.03360
F 4.67583 1.33508 0.24827
F 2.56007 0.93802 1.86343
F 4.36449 1.44578 2.96357
H 1.28077 3.69763 3.81004
H 0.98825 2.07309 3.22627
H -0.79879 2.13117 1.29365
H 4.95101 3.09544 1.15559
*
```

[7]
DFT (ωB97M-V with the def2-TZVPD basis set) results for one molecule with the formula C13H13BrN4OS in a non-equilibrium geometry.

Results
* Kohn-Sham gap: 0.299 Ha
* HOMO: -9.005 eV
* energy: -102564.8084 eV
* max |F|: 18.71 eV Å⁻¹
* ΔE to the lowest compared entry with this formula, charge and spin: 131.6 kJ/mol

ORCA input file:
```
! RIJCOSX wB97M-V def2-TZVPD def2/J DEFGRID3
* xyz 0 1
C 1.21806 3.12545 0.34360
C 1.34006 1.79817 0.18712
C 0.90589 1.00565 1.29510
N 0.48007 -0.44722 0.85178
C 1.28658 -1.67232 0.76531
S 2.88454 -1.38972 1.61165
C 3.67875 -0.87492 -0.14942
C 2.82222 -1.23997 -1.08111
N 2.98585 -2.58713 -1.52334
O 2.27221 -0.30764 -2.15691
N 0.60742 -2.65041 0.52200
N -0.66432 -2.34295 0.29689
C -0.75206 -0.91022 0.23849
C -2.03220 -0.20581 0.01792
C -2.01961 1.19659 -0.22559
C -3.24577 1.52364 -0.60690
C -4.54632 1.08204 -0.46284
C -4.42668 -0.15294 0.01241
Br -6.01175 -1.41245 0.24548
C -3.11794 -1.01593 0.22069
H 1.47870 3.71028 -0.68411
H 0.84243 3.68693 1.15381
H 1.55415 1.40697 -0.74485
H 1.48759 0.77990 2.15707
H -0.08550 1.29783 1.91253
H 3.70353 0.31013 0.12593
H 4.70267 -1.22251 -0.01594
H 2.26412 -3.14712 -2.20169
H 3.27372 -3.10058 -0.85588
H -1.14689 1.66267 -0.53603
H -3.38133 2.71153 -0.66132
H -5.36384 1.28779 -0.48551
H -2.99433 -1.90572 0.43369
*
```